10
Properties=species:S:1:pos:R:3:mulliken_charge:R:1 method="wB97M-V/def2-TZVPD" e_above_lowest_ev=2.724 gap_ev=10.3114 fmax_ev_per_a=3.88 multiplicity=1
C 1.085 0.324 1.344 -0.226
N 0.244 -0.304 0.680 -0.060
O 0.285 -1.653 0.588 -0.355
O -1.673 -0.845 -1.336 -0.623
O -0.332 1.290 -1.443 -0.438
P -1.471 0.471 -0.610 0.484
H 1.833 0.101 2.109 0.299
H 0.828 1.435 1.209 0.181
H -0.352 -1.863 -0.126 0.400
H -0.448 1.044 -2.414 0.338

20
Properties=species:S:1:pos:R:3:mulliken_charge:R:1 method="wB97M-V/def2-TZVPD" e_above_lowest_ev=3.132 gap_ev=7.0822 fmax_ev_per_a=2.04 multiplicity=1
C 0.797 2.451 0.276 -1.160
C 0.570 1.155 -0.440 -0.575
C 1.179 -0.051 -0.061 0.635
O 2.472 -0.128 0.414 -0.541
C 0.252 -1.082 -0.048 -0.271
N 0.468 -2.470 0.052 -0.604
C -1.035 -0.486 -0.264 0.453
N -1.750 -0.672 -1.434 -0.529
N -1.850 -0.162 0.837 -0.594
H 1.438 2.323 1.152 0.325
H 1.240 3.218 -0.365 0.320
H -0.167 2.840 0.639 0.258
H 0.155 1.235 -1.438 0.477
H 2.569 -0.973 0.877 0.286
H -0.114 -2.943 0.734 0.205
H 1.440 -2.725 0.175 0.267
H -1.267 -1.260 -2.101 0.281
H -2.716 -0.943 -1.294 0.224
H -1.274 0.007 1.654 0.299
H -2.407 0.665 0.635 0.244

24
Properties=species:S:1:pos:R:3:mulliken_charge:R:1 method="wB97M-V/def2-TZVPD" e_above_lowest_ev=1.073 total_charge=+1 gap_ev=11.1094 fmax_ev_per_a=1.86 multiplicity=1
C -1.257 -1.115 -0.908 -1.230
C 0.278 -1.172 -0.966 -0.281
C 0.974 -0.332 0.026 0.699
C 1.914 -0.567 0.914 -1.116
N 0.600 1.121 -0.129 -0.193
H -1.602 -1.959 -1.506 0.367
H -1.572 -1.234 0.127 0.359
H -1.755 -0.256 -1.385 0.336
H 0.559 -2.211 -0.737 0.228
H 0.643 -0.956 -1.978 0.342
H 2.374 -1.500 1.249 0.255
H 2.375 0.186 1.555 0.217
H 0.828 1.605 -1.006 0.362
H 1.033 1.743 0.555 0.352
H -0.413 1.266 -0.086 0.312
H -1.366 2.851 2.100 0.290
H -1.536 1.378 2.316 0.303
O -1.236 2.006 1.650 -0.606
H 0.265 -3.808 1.805 0.276
H 1.514 -4.156 0.988 0.314
O 0.880 -3.451 1.131 -0.599
H -1.150 3.543 -2.581 0.316
H -1.928 3.291 -1.335 0.317
O -1.338 2.848 -1.944 -0.620

72
Properties=species:S:1:pos:R:3:mulliken_charge:R:1 method="wB97M-V/def2-TZVPD" e_above_lowest_ev=0.321 gap_ev=8.2757 fmax_ev_per_a=0.44 multiplicity=1
Pb 0.037 -0.523 0.363 1.558
C -3.988 0.712 -1.867 -1.513
C -2.607 0.784 -1.655 -0.702
N -2.236 -0.051 -0.693 0.824
N -3.353 -0.667 -0.260 -0.235
C -4.416 -0.225 -0.947 -0.114
B -3.372 -1.657 0.936 0.089
N -2.543 -2.913 0.613 -0.114
C -2.918 -4.199 0.718 -0.163
C -1.836 -4.995 0.408 -1.252
C -0.811 -4.085 0.122 -0.600
N -1.248 -2.837 0.244 0.515
N -2.808 -0.947 2.195 0.001
C -3.419 -0.763 3.375 -0.089
C -2.551 -0.111 4.227 -1.190
C -1.396 0.071 3.462 -0.438
N -1.564 -0.431 2.246 0.142
H -4.583 1.276 -2.562 0.462
H -1.871 1.417 -2.124 0.721
H -5.401 -0.600 -0.729 0.453
H -4.509 -1.979 1.147 -0.149
H -3.923 -4.455 1.009 0.447
H -1.787 -6.068 0.394 0.417
H 0.212 -4.280 -0.167 0.594
H -4.426 -1.110 3.528 0.430
H -2.723 0.183 5.247 0.395
H -0.460 0.540 3.721 0.525
O 0.648 1.165 -1.541 -0.233
N 0.755 2.416 -1.288 -1.191
N 0.432 2.731 -0.100 1.318
O -0.001 1.902 0.803 -0.695
C 0.540 4.121 0.269 0.201
C 1.198 5.031 -0.547 -0.295
C 1.280 6.352 -0.144 -0.516
C 0.718 6.761 1.059 -0.482
C 0.067 5.838 1.861 -0.534
C -0.024 4.509 1.472 -0.506
H 1.636 4.702 -1.477 0.443
H 1.793 7.068 -0.773 0.371
H 0.791 7.795 1.368 0.379
H -0.375 6.148 2.799 0.372
H -0.523 3.768 2.079 0.426
C -2.376 -1.486 -5.047 -0.940
N -1.334 -2.261 -4.401 -0.187
C -0.305 -1.732 -3.734 0.877
N -0.153 -0.428 -3.680 -0.171
S 0.712 -2.883 -2.942 -0.147
H -3.196 -2.153 -5.296 0.347
H -2.018 -1.009 -5.962 0.345
H -2.766 -0.729 -4.363 0.196
H -1.344 -3.263 -4.501 0.230
H -0.841 0.164 -4.115 0.281
H 0.489 0.044 -3.035 0.010
C 4.696 -1.537 2.355 -1.089
P 3.603 -0.170 1.965 1.200
C 3.977 1.141 3.146 -1.252
C 4.143 0.469 0.369 -0.801
O 2.154 -0.547 2.005 -0.773
H 5.723 -1.194 2.483 0.369
H 4.654 -2.251 1.533 0.242
H 4.351 -2.015 3.272 0.333
H 5.037 1.392 3.128 0.396
H 3.698 0.814 4.148 0.345
H 3.387 2.021 2.889 0.297
H 5.051 1.063 0.479 0.393
H 3.351 1.090 -0.053 0.105
H 4.348 -0.370 -0.294 0.162
O 2.454 -4.484 -1.377 -0.530
S 3.476 -3.555 -1.796 0.817
O 4.040 -3.760 -3.097 -0.508
O 4.351 -3.056 -0.767 -0.522
S 2.204 -1.711 -2.098 -0.099

43
Properties=species:S:1:pos:R:3:mulliken_charge:R:1 method="wB97M-V/def2-TZVPD" e_above_lowest_ev=2.030 gap_ev=9.0257 fmax_ev_per_a=3.38 multiplicity=1
C 1.228 1.396 -3.467 -0.894
C 0.198 0.826 -2.813 -0.469
C -0.255 1.354 -1.534 0.251
C -0.671 2.617 -1.353 -0.261
C -1.235 3.160 -0.103 -1.065
C -0.161 0.320 -0.425 1.042
C -1.413 -0.555 -0.353 0.123
C -1.724 -1.138 1.029 -1.273
H 1.506 2.421 -3.600 0.338
H 1.563 0.806 -4.340 0.275
H -0.080 -0.213 -3.030 0.223
H -0.622 3.315 -2.153 0.457
H -0.770 3.167 0.884 0.196
H -2.163 2.699 0.238 0.296
H -1.612 4.208 -0.291 0.316
H 0.626 -0.415 -0.690 0.447
H 0.085 0.834 0.510 -1.089
H -2.323 -0.074 -0.676 0.459
H -1.310 -1.409 -1.066 -0.005
H -2.792 -1.380 1.087 0.430
H -1.299 -2.053 1.430 0.294
H -1.541 -0.421 1.816 -0.022
O 1.529 -3.622 -0.023 -0.737
H 1.504 -2.724 0.414 0.488
H 1.969 -4.032 0.744 0.327
O 2.266 -1.565 1.497 -0.707
H 3.085 -1.089 1.331 0.310
H 1.604 -0.868 1.621 0.305
O -0.033 -3.079 -1.911 -0.539
H -0.547 -3.415 -2.660 0.245
H 0.694 -3.708 -1.760 0.286
O -1.186 2.057 2.784 -0.652
H -1.733 2.842 2.683 0.307
H -1.743 1.311 2.536 0.349
O 1.430 2.261 2.854 -0.707
H 0.613 1.981 2.397 0.378
H 1.105 2.964 3.422 0.325
O 2.571 0.855 0.379 -0.634
H 2.343 1.008 -0.539 0.288
H 2.265 1.526 1.000 0.332
O -1.172 -4.130 1.018 -0.700
H -0.215 -4.234 0.897 0.348
H -1.582 -3.801 0.217 0.321

54
Properties=species:S:1:pos:R:3:mulliken_charge:R:1 method="wB97M-V/def2-TZVPD" e_above_lowest_ev=8.805 gap_ev=10.5696 fmax_ev_per_a=11.14 multiplicity=1
O -1.009 3.450 3.612 -0.610
H -1.291 3.722 4.409 0.256
H -0.785 2.405 3.725 0.354
O 0.120 -2.717 -3.613 -0.663
H -0.532 -3.040 -4.135 0.280
H 0.976 -2.496 -3.783 0.294
O -1.383 0.262 4.659 -0.615
H -1.136 -0.183 3.867 0.453
H -1.785 -0.573 4.887 0.254
O -1.493 0.096 0.396 -0.654
H -1.265 0.524 -0.396 0.261
H -1.931 -0.764 0.128 0.338
O 2.465 -2.047 -0.447 -0.726
H 2.541 -2.763 -0.940 0.287
H 1.476 -1.950 -0.237 0.344
O -1.889 4.106 1.133 -0.595
H -1.289 4.100 1.884 0.327
H -2.377 4.906 1.370 0.282
O 3.406 -3.373 1.835 -0.630
H 4.034 -4.124 1.716 0.307
H 3.222 -2.971 1.012 0.417
O 2.369 0.628 5.599 -0.591
H 2.262 0.031 4.923 0.294
H 2.462 1.602 5.344 0.283
O 0.457 -1.791 -5.772 -0.621
H -0.117 -1.291 -5.257 0.335
H 0.965 -1.107 -6.207 0.293
O -0.484 -2.929 -1.067 -0.636
H -0.209 -3.327 -1.993 0.398
H -0.173 -3.546 -0.250 0.381
O -3.391 -1.381 -2.759 -0.566
H -2.546 -1.380 -2.600 0.241
H -3.380 -1.854 -3.584 0.304
O -1.185 -1.353 2.486 -0.784
H -0.548 -0.761 2.054 0.330
H -2.087 -1.109 2.135 0.379
O 2.221 4.122 3.702 -0.527
H 2.575 3.775 3.038 0.254
H 2.330 3.630 4.508 0.290
O 3.858 1.861 0.877 -0.605
H 3.535 2.336 1.663 0.290
H 4.360 1.131 1.082 0.308
O -0.801 -4.261 1.248 -0.694
H -0.755 -3.476 1.682 0.343
H -1.396 -4.889 1.939 0.309
O -2.590 0.556 -4.923 -0.551
H -3.513 0.666 -4.533 0.330
H -2.431 1.371 -5.219 0.250
O -3.738 3.210 -1.535 -0.642
H -3.975 4.075 -2.124 0.313
H -3.029 3.634 -0.911 0.335
O 3.073 1.554 -5.214 -0.659
H 3.516 1.642 -4.208 0.350
H 2.297 2.063 -5.206 0.311

92
Properties=species:S:1:pos:R:3:mulliken_charge:R:1 method="wB97M-V/def2-TZVPD" s2=0.753 total_charge=-1 gap_ev="2.1016 / 7.7175" fmax_ev_per_a=4.80 multiplicity=2
Br 11.014 18.443 -11.000 -0.621
C 10.374 20.404 -10.779 -0.734
C 8.933 20.475 -10.141 1.083
Br 7.629 19.833 -11.429 -0.271
H 10.437 20.833 -11.780 0.250
H 11.125 20.896 -10.161 0.170
H 8.717 21.520 -9.919 0.302
H 8.854 19.867 -9.240 -0.822
C 7.091 19.820 -15.019 0.233
O 5.923 20.236 -14.935 -0.732
N 7.678 19.292 -16.097 0.138
C 9.006 18.781 -16.015 -1.128
C 6.991 19.139 -17.381 -1.070
H 7.878 19.837 -14.249 0.336
H 9.649 19.639 -16.214 0.394
H 9.243 18.085 -16.819 0.375
H 9.303 18.341 -15.063 0.379
H 7.680 19.433 -18.172 0.424
H 6.598 18.129 -17.498 0.292
H 6.173 19.855 -17.457 0.327
C 9.015 17.068 -8.332 0.496
O 8.074 17.613 -8.953 -0.530
N 9.513 17.547 -7.152 0.327
C 10.704 17.025 -6.440 -0.945
C 8.973 18.838 -6.747 -1.285
H 9.683 16.291 -8.737 -0.162
H 11.035 16.037 -6.760 0.300
H 10.593 16.873 -5.366 0.320
H 11.624 17.594 -6.575 0.357
H 9.028 18.950 -5.664 0.439
H 9.632 19.631 -7.102 0.450
H 7.917 18.918 -7.005 0.265
C 13.483 14.034 -11.694 0.138
O 13.094 13.008 -12.290 -0.616
N 12.834 14.853 -10.818 0.258
C 13.471 16.080 -10.331 -0.904
C 11.408 14.661 -10.422 -0.316
H 14.476 14.427 -11.962 0.253
H 13.024 17.010 -10.682 0.194
H 14.534 16.084 -10.572 0.326
H 13.500 16.176 -9.246 0.232
H 11.024 13.820 -10.999 0.318
H 11.178 14.438 -9.380 0.222
H 10.912 15.620 -10.568 -0.363
C 6.005 21.154 -8.327 -0.021
O 6.599 22.070 -8.851 -0.578
N 5.113 21.286 -7.285 0.236
C 4.557 20.087 -6.650 -1.072
C 4.708 22.556 -6.707 -1.029
H 5.981 20.107 -8.668 0.481
H 5.127 19.159 -6.608 0.320
H 3.597 19.858 -7.111 0.353
H 4.252 20.368 -5.642 0.330
H 4.848 22.634 -5.629 0.360
H 5.426 23.251 -7.141 0.259
H 3.655 22.775 -6.885 0.370
C 9.008 22.834 -6.955 0.631
O 9.635 22.009 -7.477 -0.452
N 9.581 23.929 -6.310 0.245
C 8.809 25.049 -5.818 -0.933
C 10.978 24.046 -6.096 -1.104
H 7.908 22.842 -6.902 -0.296
H 7.751 24.794 -5.762 0.213
H 8.907 25.891 -6.502 0.345
H 9.183 25.371 -4.846 0.309
H 11.175 24.450 -5.103 0.317
H 11.525 23.128 -6.310 0.283
H 11.358 24.896 -6.663 0.374
C 4.254 22.898 -13.988 0.417
O 3.560 23.708 -14.600 -0.699
N 4.160 22.730 -12.713 0.101
C 5.012 21.868 -11.915 -0.182
C 3.413 23.697 -11.909 -1.095
H 5.119 22.282 -14.276 0.125
H 4.472 21.093 -11.371 0.238
H 5.360 22.532 -11.123 0.281
H 5.852 21.366 -12.394 -0.289
H 4.006 24.539 -11.551 0.312
H 2.517 24.048 -12.422 0.319
H 2.980 23.088 -11.117 0.404
C 6.794 14.988 -14.342 0.116
O 7.170 13.877 -14.738 -0.645
N 7.242 15.548 -13.215 0.139
C 6.640 16.735 -12.714 -0.428
C 8.266 14.956 -12.316 -0.831
H 6.006 15.598 -14.811 0.344
H 5.869 16.616 -11.952 0.232
H 6.194 17.400 -13.454 0.285
H 7.507 17.230 -12.276 -0.112
H 8.986 15.722 -12.031 0.240
H 7.743 14.571 -11.441 0.314
H 8.780 14.102 -12.756 0.368

20
Properties=species:S:1:pos:R:3:mulliken_charge:R:1 method="wB97M-V/def2-TZVPD" e_above_lowest_ev=5.678 total_charge=+1 gap_ev=9.4892 fmax_ev_per_a=3.27 multiplicity=1
C 1.194 -1.669 -0.280 -0.947
C -1.859 0.264 0.264 -0.898
C 0.256 -0.027 -1.747 -0.034
N 1.635 1.143 1.108 -0.700
N 0.183 -0.722 -0.676 0.579
N -0.612 1.043 -2.339 0.995
N -0.836 -0.762 0.172 -0.333
O -1.741 0.846 -2.542 -0.477
O 0.075 1.987 -2.564 -0.523
H 1.581 -2.220 -1.156 0.404
H 1.888 -1.085 0.287 0.320
H 0.688 -2.398 0.305 0.367
H -2.335 0.437 1.238 0.323
H -1.149 1.081 0.039 0.412
H -2.719 0.121 -0.406 0.283
H 1.245 -0.046 -2.262 0.351
H 1.293 1.034 2.050 0.220
H 1.521 2.155 1.079 0.243
H -0.888 -1.538 0.796 0.167
H 2.602 0.913 0.930 0.248